1.
Formula: C16H24N2O3
Source: OMol25
Level of theory: wB97M-V/def2-TZVPD

CARTESIAN COORDINATES (ANGSTROEM)
C: -2.784 -3.081 -3.250
C: -1.441 -2.398 -3.647
C: -1.207 -0.903 -3.089
C: -2.547 -0.178 -3.810
C: -2.329 1.254 -3.328
C: 0.011 -0.262 -3.128
O: 0.540 -0.211 -4.158
C: 0.691 0.161 -1.984
C: 1.952 0.731 -1.975
N: 2.189 1.319 -0.860
C: 0.978 0.965 0.138
C: 1.141 1.506 1.427
O: 2.373 1.984 1.819
N: 0.073 1.500 2.262
C: 0.095 1.723 3.639
C: 0.172 0.244 4.421
C: 1.298 -0.529 4.317
C: 0.916 -1.963 4.066
C: -0.451 -1.892 3.377
O: -0.972 -0.478 3.835
C: 0.159 0.316 -0.568
H: -2.581 -4.111 -3.414
H: -2.864 -2.968 -2.132
H: -3.502 -2.787 -3.654
H: -0.664 -3.008 -3.133
H: -1.178 -2.391 -4.632
H: -1.683 -0.856 -1.941
H: -2.124 0.121 -4.938
H: -3.571 -0.361 -3.627
H: -1.679 2.017 -3.308
H: -2.806 1.363 -2.217
H: -3.273 1.950 -3.713
H: 2.671 0.937 -2.859
H: 2.957 1.739 -0.519
H: -0.607 1.027 1.755
H: -0.823 2.074 3.779
H: 0.900 2.239 3.914
H: -0.304 0.559 5.588
H: 1.902 -0.234 5.235
H: 2.023 -0.459 3.403
H: 1.767 -2.429 3.557
H: 0.860 -2.422 5.135
H: -1.125 -2.440 3.616
H: -0.200 -1.774 2.308
H: -0.645 0.196 -0.386

HOMO = -8.6540 eV
E = -958.84796 hartree
Structure (SMILES) = CCC(CC)C(=O)c1c[nH]c(C(=O)NC[C@@H]2CCCO2)c1
Energy relative to the best compared isomer or geometry (same formula, charge and spin) = 318.5 kcal per mole
Charge = 0
LUMO = 0.41 eV

=====

2.
Formula: C16H24N2O4S
Source: OMol25
Level of theory: wB97M-V/def2-TZVPD

CARTESIAN COORDINATES (ANGSTROEM)
C: -6.120 -0.534 -0.162
O: -5.291 -1.654 0.042
C: -3.944 -1.493 -0.061
C: -3.174 -2.645 0.111
C: -1.803 -2.564 0.010
C: -1.172 -1.358 -0.249
C: -1.931 -0.203 -0.409
N: -1.358 1.039 -0.693
C: 0.042 1.135 -1.018
C: 0.924 0.987 0.225
O: 0.419 0.923 1.334
N: 2.258 0.955 0.042
C: 2.932 0.990 -1.232
C: 3.530 -0.369 -1.620
C: 4.768 -0.726 -0.796
C: 4.486 -1.401 0.551
C: 3.326 -0.820 1.371
C: 3.092 0.684 1.201
S: -2.035 2.435 -0.029
C: -2.286 2.106 1.727
O: -3.321 2.657 -0.627
O: -1.063 3.474 -0.201
C: -3.321 -0.282 -0.323
H: -5.988 -0.111 -1.162
H: -5.937 0.246 0.584
H: -7.140 -0.903 -0.056
H: -3.672 -3.579 0.315
H: -1.205 -3.454 0.140
H: -0.096 -1.327 -0.303
H: 0.187 2.136 -1.430
H: 0.276 0.383 -1.775
H: 3.741 1.727 -1.167
H: 2.244 1.328 -2.004
H: 3.813 -0.314 -2.673
H: 2.773 -1.148 -1.520
H: 5.352 0.182 -0.638
H: 5.396 -1.406 -1.376
H: 5.403 -1.345 1.141
H: 4.279 -2.459 0.382
H: 3.513 -1.030 2.425
H: 2.392 -1.323 1.112
H: 2.554 1.065 2.072
H: 4.034 1.225 1.099
H: -1.339 1.764 2.124
H: -3.053 1.351 1.827
H: -2.594 3.041 2.176
H: -3.890 0.616 -0.487

HOMO = -8.2594 eV
E = -1432.73497 hartree
Structure (SMILES) = COc1cccc(N(CC(=O)N2CCCCCC2)S(C)(=O)=O)c1
Energy relative to the best compared isomer or geometry (same formula, charge and spin) = 21.4 kcal per mole
Charge = 0
LUMO = 0.71 eV

=====

3.
Formula: C16H24N3O4PSc
Source: OMol25
Level of theory: wB97M-V/def2-TZVPD

CARTESIAN COORDINATES (ANGSTROEM)
C: -0.597 2.544 -1.902
C: -0.091 1.397 -2.729
N: 0.213 0.280 -2.061
C: 0.344 -0.908 -2.686
C: 0.541 -0.919 -4.041
C: 0.432 0.260 -4.743
C: 0.012 1.407 -4.101
C: -0.091 -2.117 -1.873
P: 0.373 -2.336 -0.066
H: -0.157 2.353 -4.626
H: 0.700 -1.870 -4.576
H: 0.521 0.268 -5.828
C: 1.241 3.240 -0.502
C: -0.988 3.197 0.457
H: 0.067 -2.969 -2.483
H: -1.698 2.526 -1.871
H: -0.371 3.509 -2.381
C: 1.925 -3.298 0.094
C: -0.880 -3.608 0.326
H: 2.262 -3.287 1.140
H: 1.760 -4.339 -0.202
H: 2.718 -2.856 -0.510
H: -1.143 -3.487 1.387
H: -1.769 -3.408 -0.293
H: -0.491 -4.618 0.113
H: -1.018 4.284 0.300
H: -1.998 2.774 0.374
H: -0.610 3.017 1.473
H: 1.062 4.295 -0.782
H: 1.660 3.184 0.514
H: 1.904 2.741 -1.226
C: 0.184 -0.752 2.284
O: -0.209 -1.210 3.278
Sc: -0.096 0.326 0.097
O: -2.091 0.226 0.205
H: -1.144 -2.086 -1.789
H: -2.492 -0.201 -0.603
N: -0.067 2.563 -0.509
O: 3.097 0.689 -1.611
C: 3.256 0.411 -0.432
C: 4.630 0.323 0.214
C: 4.354 -0.019 1.652
C: 2.850 -0.081 1.725
O: 2.221 -0.416 2.805
N: 2.259 0.227 0.533
H: 5.226 -0.438 -0.292
H: 5.160 1.276 0.124
H: 4.806 -0.980 1.941
H: 4.749 0.732 2.355

Spin multiplicity = 2
HOMO (alpha / beta) = -15.8716 / -15.8566 eV
E = -2190.90150 hartree
Charge = +2
Expectation value of S² = 0.76
LUMO (alpha / beta) = -6.88 / -10.98 eV

=====

4.
Formula: C16H24N3O5PdS2
Source: OMol25
Level of theory: wB97M-V/def2-TZVPD

CARTESIAN COORDINATES (ANGSTROEM)
Pd: 0.177 0.257 0.688
C: 0.197 -3.586 0.385
C: -0.690 -2.764 1.248
N: -0.713 -1.449 1.371
C: -1.692 -1.137 2.293
C: -2.274 -2.287 2.726
N: -1.629 -3.293 2.055
C: -3.349 -2.638 3.692
O: -3.937 -1.644 4.308
O: -3.644 -3.803 3.831
C: -1.928 0.287 2.671
O: -2.803 0.541 3.509
O: -1.187 1.129 2.078
H: 0.975 -2.966 -0.051
H: -0.376 -4.066 -0.410
H: 0.678 -4.366 0.976
H: -1.854 -4.267 2.193
H: -3.540 -0.747 4.039
S: 3.028 -0.917 0.038
C: 1.507 -0.542 -0.504
C: 0.766 -3.006 -3.738
C: -0.044 -1.706 -3.717
C: -0.236 -1.174 -5.136
C: -1.401 -1.928 -3.040
C: 0.703 -0.702 -2.874
N: 1.105 -0.726 -1.745
H: 0.240 -3.753 -4.335
H: 0.902 -3.397 -2.729
H: 1.751 -2.847 -4.177
H: -0.786 -1.903 -5.734
H: 0.726 -0.992 -5.616
H: -0.797 -0.239 -5.129
H: -1.978 -2.656 -3.613
H: -1.973 -1.000 -2.991
H: -1.273 -2.305 -2.023
C: 3.367 5.052 0.934
C: 2.484 4.132 0.106
S: 1.900 2.712 1.038
O: 0.886 2.104 0.062
C: 0.906 3.509 2.314
C: -0.214 4.387 1.788
H: 3.810 5.808 0.288
H: 4.181 4.503 1.409
H: 2.800 5.568 1.708
H: 3.031 3.681 -0.723
H: 1.603 4.628 -0.300
H: 1.615 4.037 2.955
H: 0.505 2.663 2.876
H: 0.156 5.317 1.355
H: -0.884 4.641 2.609
H: -0.797 3.848 1.042

Spin multiplicity = 2
HOMO (alpha / beta) = -7.2781 / -7.7936 eV
E = -2088.81035 hartree
Energy relative to the best compared isomer or geometry (same formula, charge and spin) = 1.8 kcal per mole
Charge = 0
Expectation value of S² = 0.77
LUMO (alpha / beta) = 0.40 / -0.87 eV

=====

5.
Formula: C16H24N4O4
Source: OMol25
Level of theory: wB97M-V/def2-TZVPD

CARTESIAN COORDINATES (ANGSTROEM)
C: 2.319 3.957 1.286
C: 1.608 3.083 0.600
C: 2.097 2.422 -0.654
N: 2.354 1.000 -0.425
C: 3.654 0.633 -0.152
O: 4.574 1.415 -0.114
N: 3.821 -0.707 0.062
C: 2.871 -1.720 0.039
O: 3.265 -2.854 0.249
C: 1.517 -1.279 -0.233
C: 0.429 -2.179 -0.252
C: 0.588 -3.643 -0.003
N: -0.787 -1.741 -0.516
C: -2.017 -2.484 -0.512
C: -2.704 -2.468 0.864
C: -2.705 -1.061 1.473
N: -3.026 -0.049 0.484
C: -2.558 1.275 0.856
C: -2.798 2.228 -0.314
O: -4.162 2.280 -0.666
C: -4.636 0.998 -0.994
C: -4.441 0.017 0.164
C: 1.279 0.129 -0.473
O: 0.172 0.615 -0.722
H: 1.946 4.412 2.188
H: 3.304 4.253 0.968
H: 0.623 2.777 0.925
H: 3.036 2.867 -0.983
H: 1.337 2.494 -1.437
H: 4.770 -1.010 0.255
H: -0.114 -3.973 0.759
H: 0.379 -4.190 -0.922
H: 1.599 -3.876 0.310
H: -0.873 -0.722 -0.638
H: -1.851 -3.515 -0.831
H: -2.676 -1.995 -1.232
H: -3.723 -2.838 0.740
H: -2.192 -3.137 1.557
H: -1.702 -0.843 1.848
H: -3.395 -1.037 2.334
H: -1.487 1.229 1.056
H: -3.078 1.653 1.754
H: -2.511 3.246 -0.048
H: -2.197 1.889 -1.169
H: -5.695 1.112 -1.230
H: -4.101 0.618 -1.878
H: -4.796 -0.970 -0.135
H: -5.034 0.358 1.032

HOMO = -8.7827 eV
E = -1144.12160 hartree
Structure (SMILES) = C=CCN1C(=O)NC(=O)/C(=C(\C)NCCCN2CCOCC2)C1=O
Energy relative to the best compared isomer or geometry (same formula, charge and spin) = 48.0 kcal per mole
Charge = 0
LUMO = 0.53 eV

=====

Look up the charge of the first one.
0

=====

charge of number 5 (C16H24N4O4)?
0

=====

Copy entry 3 word for word.
Formula: C16H24N3O4PSc
Source: OMol25
Level of theory: wB97M-V/def2-TZVPD

CARTESIAN COORDINATES (ANGSTROEM)
C: -0.597 2.544 -1.902
C: -0.091 1.397 -2.729
N: 0.213 0.280 -2.061
C: 0.344 -0.908 -2.686
C: 0.541 -0.919 -4.041
C: 0.432 0.260 -4.743
C: 0.012 1.407 -4.101
C: -0.091 -2.117 -1.873
P: 0.373 -2.336 -0.066
H: -0.157 2.353 -4.626
H: 0.700 -1.870 -4.576
H: 0.521 0.268 -5.828
C: 1.241 3.240 -0.502
C: -0.988 3.197 0.457
H: 0.067 -2.969 -2.483
H: -1.698 2.526 -1.871
H: -0.371 3.509 -2.381
C: 1.925 -3.298 0.094
C: -0.880 -3.608 0.326
H: 2.262 -3.287 1.140
H: 1.760 -4.339 -0.202
H: 2.718 -2.856 -0.510
H: -1.143 -3.487 1.387
H: -1.769 -3.408 -0.293
H: -0.491 -4.618 0.113
H: -1.018 4.284 0.300
H: -1.998 2.774 0.374
H: -0.610 3.017 1.473
H: 1.062 4.295 -0.782
H: 1.660 3.184 0.514
H: 1.904 2.741 -1.226
C: 0.184 -0.752 2.284
O: -0.209 -1.210 3.278
Sc: -0.096 0.326 0.097
O: -2.091 0.226 0.205
H: -1.144 -2.086 -1.789
H: -2.492 -0.201 -0.603
N: -0.067 2.563 -0.509
O: 3.097 0.689 -1.611
C: 3.256 0.411 -0.432
C: 4.630 0.323 0.214
C: 4.354 -0.019 1.652
C: 2.850 -0.081 1.725
O: 2.221 -0.416 2.805
N: 2.259 0.227 0.533
H: 5.226 -0.438 -0.292
H: 5.160 1.276 0.124
H: 4.806 -0.980 1.941
H: 4.749 0.732 2.355

Spin multiplicity = 2
HOMO (alpha / beta) = -15.8716 / -15.8566 eV
E = -2190.90150 hartree
Charge = +2
Expectation value of S² = 0.76
LUMO (alpha / beta) = -6.88 / -10.98 eV

=====

charge of number 3 (C16H24N3O4PSc)?
+2